No. 1
The following is a quantum chemistry calculation of 2 unconnected molecules or ions with the total composition C5H15NS, from the Open Molecules 2025 dataset.

Its expectation value of S² is 0.75. As for the HOMO-LUMO gap (alpha / beta): 8.471 / 2.755 eV. For the energy above the lowest of the compared OMol25 structures with the same formula, charge and spin, the calculation gives 108.35 kJ/mol. As for the total energy: -17743.9465 eV.

Geometry as ORCA input:
```
! RIJCOSX wB97M-V def2-TZVPD def2/J DEFGRID3
* xyz 1 2
S -3.11269 -0.20958 -0.98564
N 2.31477 0.17794 -0.09221
C -2.31695 1.44313 -1.23624
C 2.95887 0.81200 1.06668
C 1.47332 -0.98811 0.24800
C -2.80844 -0.43892 0.80872
C 0.56545 -1.38185 -0.93650
H 3.53648 1.68216 0.78887
H -1.76430 -0.73105 1.05391
H 2.25603 1.11672 1.87402
H 1.86639 0.89916 -0.65671
H 0.89541 -0.75148 1.12273
H -2.97905 0.37843 1.43250
H -1.27914 1.35163 -0.78443
H -2.97492 2.23230 -0.80912
H 3.68242 -0.00174 1.49637
H -2.21017 1.76948 -2.29225
H -3.40390 -1.29855 1.13441
H -0.20555 -2.07523 -0.64749
H 1.20482 -1.76945 -1.79113
H 0.12085 -0.44078 -1.33556
H 2.18031 -1.77623 0.54108
*
```

Atom charges from the Löwdin analysis, given in e for atoms 1 to 2: 1.086 -0.139

No. 2
The following is a quantum chemistry calculation of a molecular structure, C42H34CrN6O5, from the Open Molecules 2025 dataset.

Its expectation value of S² is 3.77. As for the HOMO-LUMO gap (alpha / beta): 7.253 / 7.261 eV. For the energy above the lowest of the compared OMol25 structures with the same formula, charge and spin, the calculation gives 0.00 kJ/mol. As for the total energy: -91713.0307 eV.

Geometry as ORCA input:
```
! RIJCOSX wB97M-V def2-TZVPD def2/J DEFGRID3
* xyz -1 4
Cr -0.56420 -0.25722 -0.89139
O 1.47182 -3.25389 -1.63991
O -1.96751 -0.49772 -2.52436
O -1.79678 -1.33490 0.12414
O -1.23133 1.34117 0.12181
O 0.39683 0.93162 -2.05863
N -0.26672 -1.83654 -2.12648
N -2.73561 2.42030 3.16537
N 0.09787 -3.79233 -3.36222
N -2.09854 2.57650 -1.59961
N -4.45919 4.74124 -0.24450
N 1.10595 -0.68193 0.27067
C 3.41779 -1.22089 0.17478
C 0.90106 -4.98811 -3.57911
C -0.98714 -3.51318 -4.12702
C 0.94165 -1.56621 1.27897
C -1.37019 -3.63286 0.77827
C -2.82047 -2.13472 2.10900
C -0.53764 -5.88248 1.12686
C 3.31928 -1.99742 -4.41198
C -2.03428 2.23881 -0.27822
C -2.77825 2.64655 2.03266
C -5.15681 -1.57033 2.35251
C -2.84191 2.94255 0.64098
C -1.75045 -2.42469 -3.93429
C 1.73285 0.89432 -2.40090
C 3.33546 2.44252 -3.67507
C -1.90789 -5.40585 -0.78080
C -1.57211 -2.15507 1.20477
C 1.99663 -2.35558 1.70652
C 1.14926 -0.28169 -4.53416
C -4.00324 -2.65767 4.15127
C 2.83654 4.77706 -3.98971
C -0.37767 -1.58487 2.00611
C 2.13023 2.25884 -3.00059
C -2.83819 -2.66834 3.39420
C 2.02734 -0.18991 -3.45190
C -3.99075 -1.58219 1.59905
C -3.72807 3.95205 0.18309
C -5.16975 -2.11082 3.63224
C 3.10880 -1.05790 -3.40265
C 0.49001 -2.95308 -2.29941
C -1.35947 -1.55150 -2.86559
C 3.23929 -2.20831 1.12498
C 1.28286 3.34736 -2.82435
C 3.68881 3.69294 -4.16461
C 2.33992 -0.45510 -0.23090
C -1.16060 -6.31312 -0.03655
C 1.63403 4.59949 -3.31825
C -0.65482 -4.55820 1.53402
C 1.35017 -1.21460 -5.53760
C 2.56823 0.75241 -1.10888
C -2.00761 -4.08064 -0.37679
C 2.44280 -2.08082 -5.48104
H -0.17945 -4.24984 2.46078
H 0.39224 -5.62507 -4.30133
H 0.65288 -1.27291 -6.36724
H -3.99673 -3.07177 5.15383
H -0.23653 -2.08908 2.96095
H 4.39667 -1.01911 -0.24026
H 0.96144 5.43856 -3.17847
H -2.61913 -2.20526 -4.53433
H 3.10845 5.75163 -4.37879
H 1.02457 -5.51947 -2.63800
H 3.99713 1.59660 -3.83692
H 4.62672 3.81929 -4.69356
H -1.19972 -4.23338 -4.90622
H 2.60354 -2.81285 -6.26540
H -3.95336 -1.13612 0.61297
H 1.88958 -4.72285 -3.95489
H -1.07346 -7.34727 -0.35338
H 3.79915 -1.02345 -2.56726
H -2.59028 -3.36741 -0.94627
H -2.41924 -5.73099 -1.68252
H -0.67100 -0.55287 2.20687
H -1.94472 -3.10962 3.82568
H 0.03729 -6.58266 1.72313
H 1.83800 -3.06485 2.50774
H 0.34594 3.19229 -2.30222
H 4.16961 -2.66848 -4.35023
H -6.05592 -1.12194 1.94515
H 4.06921 -2.83435 1.43285
H 0.29193 0.38314 -4.56041
H -1.66011 1.94328 -2.25261
H -6.07600 -2.09498 4.22716
H -2.91935 3.06376 -1.91654
H 2.27608 1.62563 -0.52232
H 3.63382 0.84088 -1.31980
*
```

Atom charges from the Löwdin analysis, given in e for atoms 1 to 2: 0.967 0.071

No. 3
The following is a quantum chemistry calculation of a single C10H17NOS molecule, from the Open Molecules 2025 dataset.

As for the HOMO-LUMO gap: 8.764 eV. For the energy above the lowest of the compared OMol25 structures with the same formula, charge and spin, the calculation gives 313.89 kJ/mol. As for the total energy: -25015.0677 eV.

Geometry as ORCA input:
```
! RIJCOSX wB97M-V def2-TZVPD def2/J DEFGRID3
* xyz 0 1
S 0.74964 0.87323 -1.93271
O 0.44583 0.08534 -3.16476
N -0.47615 -0.01480 0.27365
C -0.26503 -2.36606 1.65050
C -2.03615 1.38603 -1.11908
C -2.93111 1.76571 0.12312
C 1.62828 -0.30813 -0.77082
C 2.96049 -0.67218 -1.16650
C 1.01906 -1.72703 1.26236
C -1.67236 2.65221 -1.88330
C 1.65955 -1.17806 2.63000
C 0.79074 -0.61821 0.21467
C -0.73157 0.66912 -0.74441
H 1.12943 -0.34779 2.90498
H 3.78940 -0.21950 -0.57758
H 3.13428 -1.77036 -0.95773
H 1.61901 -1.85671 3.52015
H -3.62091 2.61060 0.12450
H 2.65892 -0.82734 2.28190
H -3.57641 0.77645 0.41395
H -0.95140 3.14985 -1.35251
H -2.20620 1.74244 0.99721
H 3.15091 -0.33705 -2.11142
H 1.81717 -2.32761 0.94880
H -0.10802 -2.77947 2.64758
H -1.30601 2.42333 -2.93662
H -0.50810 -3.17378 0.84991
H -2.50909 3.27123 -2.10441
H -2.68676 0.60990 -1.63733
H -0.96744 -1.49138 1.61590
*
```

Atom charges from the Löwdin analysis, given in e for atoms 1 to 2: 1.016 -0.521

No. 4
The following is a quantum chemistry calculation of a molecular structure, C44H50BrClIN7O12S2SiSr, from the Open Molecules 2025 dataset.

As for the HOMO-LUMO gap: 6.609 eV. For the energy above the lowest of the compared OMol25 structures with the same formula, charge and spin, the calculation gives 0.00 kJ/mol. As for the total energy: -202506.0566 eV.

Geometry as ORCA input:
```
! RIJCOSX wB97M-V def2-TZVPD def2/J DEFGRID3
* xyz -2 1
I 0.35443 3.67413 -2.19937
Sr 0.71882 0.28270 -0.30222
Br 0.00269 6.79436 -3.89472
Cl 3.22199 -6.39357 -0.50444
S -2.45974 -2.39420 2.16391
S -1.57357 -0.35514 -4.68694
Si -2.75189 -3.42621 3.88988
O 2.30934 -0.46141 -2.02997
O 1.48228 -1.59344 1.12388
O 6.03849 -2.79791 -1.35686
O -3.82322 -2.69869 4.94346
O 5.84316 -4.97687 -1.01062
O 0.56524 2.72050 0.36172
O 0.83749 4.38662 1.85272
O -1.43237 -3.68120 4.86344
O 4.49621 -0.86849 -1.81805
O 2.41729 -2.28952 3.05465
O -3.39780 -4.95602 3.69215
O 1.07159 1.59407 6.13683
N -1.85159 0.50906 0.58882
N 0.41735 -2.11704 -4.48393
N 1.70695 -4.33677 -1.21967
N 1.40454 0.91988 2.09949
N 1.72183 -3.04221 -1.56585
N -0.73961 -1.76195 -2.57271
N -1.26558 -0.79432 -1.68110
C 3.84280 -3.76035 -1.25914
C 0.80923 -3.99838 5.53342
C -3.24287 -2.25322 -1.44821
C 0.45748 -5.00441 -1.02842
C -0.58817 -1.43080 -3.87464
C -2.18324 1.29006 1.60704
C 0.16574 2.90327 -6.45332
C 0.15960 -6.11971 -1.79807
C 0.22340 3.94780 -4.26988
C -4.72172 -5.36898 3.40464
C 0.08248 5.18087 -4.89484
C 1.49821 0.08148 4.31771
C 1.85795 -1.46813 2.32946
C -2.50444 -0.64581 5.26262
C -0.36212 -4.61864 4.78056
C -0.42782 -4.50367 -0.09040
C -1.64389 -5.15275 0.08943
C 3.29735 -1.20915 -1.83383
C 1.21118 1.34812 4.80265
C 1.14408 2.14095 2.56790
C 2.95800 -4.79596 -1.01870
C -2.39287 -1.06640 -1.14912
C 0.03471 4.14571 -7.05813
C -3.49615 1.51036 1.99745
C -2.82876 -0.11316 -0.07934
C -5.43524 -4.39831 2.46603
C 1.58597 -0.08722 2.94625
C 2.98948 -2.67013 -1.57811
C 0.83926 3.20940 1.50845
C -3.33905 -2.02992 7.17195
C -3.63755 -1.54627 5.75383
C -1.95349 -6.27430 -0.66532
C -0.00714 5.28769 -6.27674
C -5.49108 -5.48855 4.72089
C 1.04675 2.41010 3.91968
C 0.03366 -4.88918 3.33519
C -0.81071 -5.90941 5.46564
C -4.50525 0.89292 1.28482
C 0.26299 2.80978 -5.07639
C -1.05551 -6.75788 -1.61024
C -4.59920 -6.73749 2.74114
C -4.95579 -0.77818 5.71136
C 5.33187 -3.89402 -1.19798
C -4.16734 0.06033 0.23094
H -0.17428 -3.63323 0.50726
H 1.16927 -3.11792 5.00042
H 1.13955 0.75512 6.60583
H -5.53415 -4.51372 5.20610
H -4.07318 -7.42563 3.40566
H -4.97449 -6.18290 5.38692
H -2.41756 -2.61364 7.16302
H -2.32019 -4.75460 0.83934
H -4.27938 -1.95489 -1.59925
H -4.15073 -2.66955 7.52583
H 1.64012 -4.70414 5.60419
H -4.87213 -4.27737 1.53974
H 0.06206 -2.24532 -2.14539
H -0.00212 -6.64524 5.46405
H 1.64600 -0.77483 4.96432
H -1.09521 -5.70180 6.50011
H -5.58255 -7.15282 2.50656
H 0.87429 -6.47503 -2.52903
H -2.87912 -2.78137 -2.32397
H -0.04170 4.22924 -8.13500
H -1.30105 -7.62959 -2.20394
H 0.63192 -1.80742 -5.41531
H -5.15726 -0.46344 4.68557
H -2.42173 0.22877 5.91453
H 1.19865 -2.39591 -3.90376
H 0.32314 -3.96175 2.84155
H -6.50755 -5.85434 4.54864
H 0.88594 -5.57274 3.30189
H 0.17947 1.99879 -7.04763
H -5.77332 -1.42207 6.04321
H -2.68834 -0.32031 4.23862
H -2.90118 -6.77781 -0.51537
H 0.82447 3.41164 4.25840
H -1.55407 -1.18221 5.27158
H -4.02222 -6.64776 1.81875
H -3.70393 2.14621 2.84701
H -4.93368 -0.46354 -0.32004
H -3.20134 -2.90412 -0.56913
H -1.36519 1.75781 2.13897
H 0.49205 -3.72141 6.54231
H 0.34286 1.83730 -4.60916
H -0.79780 -5.34141 2.79062
H -1.67451 -6.32296 4.94460
H -0.11371 6.26484 -6.72785
H -3.22562 -1.18739 7.86011
H -5.51843 -3.41237 2.92565
H -4.91827 0.10568 6.35336
H 5.43715 -1.98302 -1.53754
H -5.54356 1.03432 1.55650
H -6.43770 -4.77180 2.23697
*
```

Atom charges from the Löwdin analysis, given in e for atoms 1 to 2: 1.130 1.442

No. 5
The following is a quantum chemistry calculation of 2 unconnected molecules or ions with the total composition C3H10N4, from the Open Molecules 2025 dataset.

The structure (SMILES) is [H]/N=C\N.C/N=C/N. As for the HOMO-LUMO gap: 9.238 eV. For the energy above the lowest of the compared OMol25 structures with the same formula, charge and spin, the calculation gives 121.24 kJ/mol. As for the total energy: -9232.3272 eV.

Geometry as ORCA input:
```
! RIJCOSX wB97M-V def2-TZVPD def2/J DEFGRID3
* xyz 0 1
N 0.52532 -1.67384 -0.45746
N 2.41538 0.31240 0.43756
N 0.23340 1.08822 0.62520
N -1.77358 -1.50037 0.04816
C -0.46538 -1.44657 0.37700
C 1.19452 0.57891 -0.12844
C -0.79219 1.79729 -0.11624
H -1.08045 1.30196 -1.05974
H -2.42641 -1.07290 0.69276
H -0.26622 -1.41593 1.45160
H -1.69303 1.86406 0.50065
H 0.17936 -1.73467 -1.41501
H -0.48571 2.82311 -0.35416
H 2.36776 0.29883 1.44941
H -2.02071 -1.39215 -0.92561
H 2.84212 -0.54236 0.09429
H 1.24583 0.71401 -1.21999
*
```

Atom charges from the Löwdin analysis, given in e for atoms 1 to 2: 0.025 0.068

No. 6
The following is a quantum chemistry calculation of 3 unconnected molecules or ions with the total composition C2H7NO, from the Open Molecules 2025 dataset.

As for the HOMO-LUMO gap: 8.915 eV. For the energy above the lowest of the compared OMol25 structures with the same formula, charge and spin, the calculation gives 541.07 kJ/mol. As for the total energy: -5719.6338 eV.

Geometry as ORCA input:
```
! RIJCOSX wB97M-V def2-TZVPD def2/J DEFGRID3
* xyz 0 1
O -0.78163 0.22393 -1.91650
N 0.02673 0.53142 -0.62476
C 0.45510 -1.18283 1.02573
C -0.34654 -0.25527 0.51275
H 0.19617 -1.67850 1.95275
H 1.41897 -1.40943 0.58545
H 0.39476 2.17776 0.63047
H -1.23818 -0.63994 -1.90086
H 0.98280 0.41339 -0.96692
H -1.30792 -0.04615 0.96338
H 0.19976 1.86562 -0.26149
*
```

Atom charges from the Löwdin analysis, given in e for atoms 1 to 2: -0.098 -0.156